Entry 1:
C25H23Cl5N7SV | ωB97M-V/def2-TZVPD

Geometry as XYZ:
```
62
Properties=species:S:1:pos:R:3:forces:R:3
V -0.241 0.144 0.186 -0.1 -0.3 0.3
C 0.950 -1.588 -1.898 0.0 0.0 0.0
N 1.535 -0.791 -0.804 0.0 0.0 0.0
C 2.310 -1.656 0.113 0.0 0.0 0.0
C 1.940 -1.516 1.570 0.1 0.0 0.1
C 2.575 -2.317 2.512 0.0 0.0 0.0
C 2.226 -2.190 3.843 0.0 0.0 0.0
C 1.257 -1.264 4.200 0.0 0.0 0.0
C 0.674 -0.503 3.205 0.1 -0.1 0.0
N 1.010 -0.626 1.914 -0.1 0.1 -0.3
C 2.378 0.293 -1.340 0.0 0.0 0.0
C 1.626 1.562 -1.651 0.1 0.1 0.1
C 2.172 2.510 -2.504 -0.1 -0.1 -0.1
C 1.487 3.694 -2.715 0.0 0.0 0.0
C 0.278 3.894 -2.066 0.0 0.0 0.0
C -0.191 2.909 -1.219 0.1 0.0 0.0
N 0.481 1.772 -0.999 0.1 0.1 0.1
C -0.028 -2.600 -1.356 0.0 0.0 0.0
C -0.371 -3.718 -2.100 0.0 0.0 0.0
C -1.275 -4.621 -1.568 0.0 0.0 0.0
C -1.781 -4.391 -0.298 0.0 0.0 0.0
C -1.380 -3.251 0.375 0.0 0.0 0.0
N -0.534 -2.358 -0.143 0.0 0.1 0.0
H 0.432 -0.907 -2.576 0.0 0.0 0.0
H 1.734 -2.101 -2.470 0.0 0.0 0.0
H 2.180 -2.701 -0.169 0.0 0.0 0.0
H 3.379 -1.451 0.006 0.0 0.0 0.0
H 3.324 -3.033 2.197 0.0 0.0 0.0
H 2.701 -2.808 4.594 0.0 0.0 0.0
H 0.950 -1.136 5.228 0.0 0.0 0.0
H -0.091 0.231 3.422 0.0 0.0 0.0
H 3.135 0.537 -0.591 0.0 0.0 0.0
H 2.917 -0.042 -2.234 0.0 0.0 0.0
H 3.109 2.310 -3.007 0.0 0.0 0.0
H 1.884 4.444 -3.386 0.0 0.0 0.0
H -0.301 4.793 -2.220 0.0 0.0 0.0
H -1.130 3.011 -0.694 0.0 0.0 0.0
H 0.063 -3.872 -3.080 0.0 0.0 0.0
H -1.570 -5.497 -2.129 0.0 0.0 0.0
H -2.476 -5.077 0.165 0.0 0.0 0.0
H -1.760 -3.031 1.363 0.0 0.0 0.0
Cl -2.806 -0.559 1.502 -0.1 0.0 0.1
C -3.165 -0.313 -0.206 0.0 0.0 -0.1
C -2.108 0.075 -1.019 0.0 0.1 0.0
C -2.469 0.270 -2.349 0.0 0.0 0.1
Cl -1.253 0.788 -3.504 0.0 0.0 -0.1
C -3.762 0.085 -2.842 0.1 0.0 0.1
Cl -4.132 0.348 -4.500 0.0 0.0 0.0
C -4.771 -0.319 -1.968 0.0 0.0 0.0
Cl -6.372 -0.556 -2.543 0.0 0.0 0.0
C -4.473 -0.522 -0.623 0.0 0.0 -0.1
Cl -5.702 -1.019 0.470 0.0 0.0 0.0
N 1.867 2.504 1.790 0.0 0.0 0.0
N 1.142 3.432 2.528 0.0 0.1 0.0
C -0.204 3.384 2.637 0.1 0.0 0.1
N -0.733 4.383 3.365 0.0 0.0 -0.1
S -1.225 2.217 1.996 -0.1 -0.2 -0.1
H 2.583 2.090 2.373 0.0 0.0 0.0
H 2.289 2.950 0.984 0.0 0.0 0.0
H 1.627 4.229 2.914 0.0 0.0 0.0
H -0.177 5.088 3.817 0.0 0.0 0.0
H -1.729 4.386 3.503 0.0 0.0 0.0
```
Forces are in eV/Å.

As for the total charge: +1. The total energy comes out at -135860.5595 eV. The HOMO-LUMO gap (alpha / beta) is 0.268 / 0.308 hartree. As for the multiplicity: 4.

---

Entry 2:
C25H23ClN2O5S | ωB97M-V/def2-TZVPD

Geometry as XYZ:
```
57
Properties=species:S:1:pos:R:3:forces:R:3
C -4.185 -2.451 -1.240 0.0 -0.1 0.0
C -4.814 -1.695 -2.119 -0.1 0.2 -0.1
C -4.816 -0.195 -2.141 -0.2 0.1 0.0
N -3.927 0.405 -1.176 0.3 -0.3 -0.4
C -4.377 1.067 -0.097 0.6 0.2 0.2
O -5.544 1.274 0.145 -0.3 0.1 0.3
C -3.277 1.573 0.845 -0.5 0.3 0.2
O -1.963 1.378 0.340 0.1 -0.3 0.0
C -1.332 2.455 -0.160 0.0 0.3 -0.1
O -1.811 3.558 -0.201 0.0 -0.1 0.0
C 0.024 2.117 -0.659 0.3 -0.1 -0.1
C 0.707 3.054 -1.435 -0.2 -0.2 0.2
C 1.969 2.777 -1.919 0.2 -0.3 0.1
C 2.570 1.561 -1.601 -0.3 0.1 0.1
Cl 4.123 1.168 -2.184 0.5 0.4 -0.5
C 1.906 0.640 -0.800 0.4 -0.5 0.1
S 2.821 -0.855 -0.335 -0.1 0.0 0.0
O 2.960 -1.684 -1.489 -0.3 -0.1 0.1
O 4.003 -0.414 0.340 -0.2 0.1 0.3
N 1.877 -1.628 0.798 0.9 0.4 -0.6
C 2.118 -1.270 2.189 0.1 0.3 0.4
C 1.206 -0.151 2.620 0.0 0.0 0.2
C -0.078 -0.418 3.081 0.0 0.0 0.0
C -0.929 0.619 3.423 -0.1 0.0 0.0
C -0.511 1.933 3.294 0.0 0.0 0.0
C 0.766 2.207 2.833 0.0 0.1 0.0
C 1.621 1.171 2.501 0.0 -0.1 0.2
C 0.846 -2.492 0.414 -0.7 -0.5 -0.4
C 0.428 -3.540 1.234 0.2 0.2 0.1
C -0.580 -4.394 0.827 -0.1 0.0 0.0
C -1.187 -4.231 -0.405 0.0 -0.1 0.0
C -0.773 -3.200 -1.229 0.0 0.0 0.0
C 0.226 -2.332 -0.825 -0.1 -0.1 0.0
C 0.633 0.905 -0.343 -0.3 0.2 -0.1
H -4.240 -3.524 -1.280 -0.1 -0.2 -0.1
H -3.596 -2.038 -0.438 0.1 0.1 0.1
H -5.405 -2.141 -2.908 -0.1 -0.2 -0.1
H -5.822 0.169 -1.906 0.1 0.0 -0.1
H -4.552 0.156 -3.146 -0.1 0.0 0.1
H -2.941 0.210 -1.258 -0.1 0.1 0.1
H -3.347 1.024 1.787 0.0 0.0 -0.1
H -3.452 2.638 1.033 0.0 -0.3 0.0
H 0.223 3.994 -1.653 0.0 0.1 0.0
H 2.500 3.485 -2.534 0.1 0.1 -0.1
H 1.989 -2.145 2.827 0.1 0.0 -0.1
H 3.159 -0.951 2.240 -0.2 -0.1 0.2
H -0.411 -1.442 3.174 0.0 -0.1 0.0
H -1.917 0.398 3.798 -0.1 0.0 0.0
H -1.176 2.741 3.557 -0.1 0.1 0.0
H 1.096 3.230 2.734 0.0 0.1 0.0
H 2.619 1.380 2.144 0.1 0.0 0.0
H 0.897 -3.709 2.190 0.0 0.0 0.1
H -0.883 -5.200 1.479 0.0 -0.1 0.1
H -1.967 -4.906 -0.722 -0.1 -0.1 0.0
H -1.235 -3.061 -2.195 0.0 0.0 -0.1
H 0.548 -1.546 -1.488 -0.1 0.0 -0.1
H 0.108 0.187 0.265 0.0 0.0 0.1
```
Forces are in eV/Å.

As for the total charge: 0. The total energy comes out at -62873.4868 eV. The HOMO-LUMO gap is 0.317 hartree. The structure (SMILES) is C=CCNC(=O)COC(=O)c1ccc(Cl)c(S(=O)(=O)N(Cc2ccccc2)c2ccccc2)c1.

---

Entry 3:
C25H23F5N7O2S3SeTl | ωB97M-V/def2-TZVPD

Geometry as XYZ:
```
67
Properties=species:S:1:pos:R:3:forces:R:3
Tl -0.438 -0.020 -0.266 0.0 0.2 0.0
S 0.846 1.927 0.733 0.0 -0.1 0.1
C -0.343 3.168 1.086 0.0 0.0 0.0
C 0.230 4.335 1.686 -0.1 0.0 0.0
N 0.686 5.257 2.208 0.0 0.0 0.0
C -1.697 3.127 0.895 0.0 0.0 0.0
S -2.628 1.801 0.317 0.0 -0.1 0.0
C -2.455 4.303 1.243 0.0 0.0 0.1
N -3.085 5.222 1.537 0.0 0.0 0.0
C 5.879 -0.374 0.299 0.0 0.0 0.0
C 5.459 -0.492 -1.169 0.0 0.0 0.0
C 4.479 0.679 -1.354 0.0 0.1 0.1
O 4.207 1.210 -0.055 0.2 0.0 0.0
C 4.643 0.261 0.914 -0.1 0.0 0.0
H 6.738 0.293 0.415 0.0 0.0 0.0
H 6.120 -1.342 0.741 0.0 0.0 0.0
H 4.947 -1.442 -1.316 0.0 0.0 0.0
H 6.300 -0.437 -1.861 0.0 0.0 0.0
H 3.545 0.364 -1.827 0.0 0.0 0.0
H 4.910 1.488 -1.950 0.0 0.0 0.0
H 3.864 -0.487 1.091 0.0 0.0 0.0
H 4.835 0.807 1.839 0.0 0.0 0.0
C -3.778 -3.659 -0.635 0.0 0.0 0.0
C -2.564 -3.896 -0.003 0.0 0.0 0.0
C -1.633 -2.873 0.128 0.0 0.0 0.0
C -1.911 -1.605 -0.368 0.0 0.0 0.0
C -3.133 -1.368 -0.988 0.0 -0.1 0.0
C -4.064 -2.392 -1.124 0.0 0.0 0.0
H -4.501 -4.460 -0.743 0.0 0.0 0.0
H -2.340 -4.881 0.391 0.0 0.0 0.0
H -0.690 -3.059 0.627 0.0 0.0 0.0
H -3.370 -0.378 -1.364 0.0 0.0 0.0
H -5.009 -2.199 -1.619 0.0 0.0 0.0
C -3.589 1.511 6.047 0.0 0.0 0.0
C -2.428 2.400 5.614 0.0 0.0 0.0
C -2.700 3.058 4.267 0.0 0.0 0.0
C -1.103 1.633 5.606 0.0 0.0 0.0
N -1.116 0.472 4.735 0.0 0.0 0.0
C -0.890 0.371 3.420 0.0 0.0 0.0
N -1.031 -0.882 3.065 -0.1 -0.1 0.1
N -1.357 -1.548 4.194 0.0 0.0 0.0
N -1.407 -0.753 5.200 0.0 0.0 0.0
H -4.503 2.101 6.129 0.0 0.0 0.0
H -3.396 1.032 7.010 0.0 0.0 0.0
H -3.765 0.721 5.315 0.0 0.0 0.0
H -2.294 3.189 6.364 0.0 0.0 0.0
H -2.854 2.315 3.480 0.0 0.0 0.0
H -1.873 3.703 3.963 0.0 0.0 0.0
H -3.598 3.675 4.306 0.0 0.0 0.0
H -0.862 1.260 6.601 0.0 0.0 0.0
H -0.294 2.284 5.271 0.0 0.0 0.0
H -0.619 1.193 2.777 0.0 0.0 0.0
F -0.718 -3.156 -6.271 0.0 0.0 0.0
C -0.183 -2.253 -5.399 0.0 -0.1 0.0
C 0.986 -1.450 -5.716 0.0 0.0 0.0
F 2.188 -1.419 -5.150 0.0 0.0 0.0
C -0.211 -0.682 -5.452 0.0 0.1 0.0
F -0.819 0.093 -6.379 0.0 0.0 0.0
C -0.547 -0.567 -3.978 0.0 -0.1 0.0
Se 0.343 0.667 -2.824 0.0 0.0 0.0
C -1.733 -1.368 -3.745 0.0 0.0 0.0
F -2.869 -1.370 -4.459 0.0 0.0 0.0
C -0.582 -2.218 -3.971 -0.1 0.1 0.0
F -0.038 -3.026 -3.054 0.0 0.0 0.0
O 3.295 -2.969 -0.147 0.1 0.0 0.0
S 2.088 -2.230 -0.565 0.0 0.0 0.0
N 1.486 -1.263 0.371 0.0 0.0 0.0
```
Forces are in eV/Å.

As for the total charge: -2. The total energy comes out at -156949.7620 eV. The HOMO-LUMO gap (alpha / beta) is 0.224 / 0.197 hartree.

---

Entry 4:
C25H23IN4OS2Ti | ωB97M-V/def2-TZVPD

Geometry as XYZ:
```
57
Properties=species:S:1:pos:R:3:forces:R:3
Ti 0.827 -0.244 0.772 0.5 -1.3 0.1
N -2.782 -2.388 2.299 0.1 0.0 0.0
C -1.782 -1.654 1.686 -0.1 0.0 0.2
S -0.486 -1.065 2.721 -0.2 -0.1 -0.3
N -1.860 -1.497 0.413 0.4 0.2 -0.1
N -0.762 -0.818 -0.124 -0.5 0.0 -0.4
C -0.847 -0.561 -1.490 -0.3 -0.4 0.2
C -1.986 -1.024 -2.319 -0.1 0.1 0.1
C -2.281 -2.381 -2.453 0.0 0.0 0.0
C -3.335 -2.807 -3.244 0.0 0.0 0.0
C -4.119 -1.880 -3.922 0.0 0.0 0.0
C -3.842 -0.528 -3.794 0.0 0.0 0.0
C -2.788 -0.106 -2.991 0.0 0.0 0.0
C 0.244 0.088 -1.997 0.3 0.3 -0.3
C 0.395 0.522 -3.364 -0.1 -0.3 0.2
C 1.493 1.194 -3.748 0.3 0.2 0.0
C 2.523 1.482 -2.784 -0.1 0.0 -0.4
C 2.370 1.056 -1.519 -0.3 -0.3 0.4
N 1.266 0.352 -1.077 -0.3 0.2 -0.6
H -2.929 -2.189 3.274 0.0 0.0 0.0
H -3.621 -2.473 1.745 0.0 0.0 0.0
H -1.674 -3.103 -1.920 0.0 0.0 0.0
H -3.547 -3.865 -3.337 0.0 0.0 0.0
H -4.944 -2.210 -4.541 0.0 0.0 0.0
H -4.450 0.203 -4.311 0.0 0.0 0.0
H -2.582 0.951 -2.879 0.0 0.0 0.0
H -0.390 0.289 -4.069 0.0 0.0 0.0
H 1.602 1.521 -4.774 0.0 0.0 0.0
H 3.414 2.027 -3.060 0.0 0.0 0.0
H 3.130 1.252 -0.773 0.0 0.0 0.0
I 3.246 0.233 2.291 -0.1 0.1 0.0
C 2.605 2.216 2.595 0.0 -0.1 0.0
C 3.440 3.021 3.306 0.0 0.2 0.1
C 3.059 4.364 3.533 0.1 -0.1 0.0
C 1.873 4.817 3.045 -0.1 0.0 0.0
C 1.007 3.971 2.305 0.0 0.0 0.0
C -0.222 4.464 1.807 0.1 0.0 0.1
C -1.046 3.649 1.094 -0.1 -0.1 -0.1
C -0.685 2.306 0.840 0.0 0.2 0.0
C 0.493 1.749 1.291 0.3 0.9 0.4
C 1.355 2.614 2.046 0.0 0.0 0.0
H 4.378 2.649 3.693 0.0 0.0 0.0
H 3.714 5.017 4.096 0.0 0.0 0.0
H 1.567 5.843 3.214 0.0 0.0 0.0
H -0.488 5.496 2.003 0.0 0.0 0.0
H -1.985 4.031 0.711 0.0 0.0 0.0
H -1.372 1.706 0.253 0.0 0.0 0.0
C 0.410 -4.277 0.404 -0.1 -0.1 0.1
S 2.019 -3.583 0.710 0.0 0.1 -0.3
C 2.040 -3.749 2.483 0.0 0.1 0.1
O 1.849 -2.116 0.398 0.4 0.2 0.2
H 0.379 -5.290 0.806 0.0 0.0 0.0
H 0.268 -4.298 -0.675 0.0 0.0 0.0
H -0.334 -3.633 0.874 0.0 -0.1 0.0
H 2.023 -4.813 2.718 0.0 0.0 0.0
H 1.181 -3.221 2.898 0.0 0.0 0.0
H 2.970 -3.309 2.842 0.0 0.0 0.0
```
Forces are in eV/Å.

As for the total charge: 0. The total energy comes out at -87192.9341 eV. The HOMO-LUMO gap (alpha / beta) is 0.218 / 0.218 hartree.